A molecular structure, C2H2FHgO. Source: the OMol25 dataset; level of theory: ωB97M-V/def2-TZVPD.

Element x y z (Å)
F (-2.507, 0.658, -2.025)
O (-0.783, -0.399, -0.667)
Hg (-2.339, 1.004, 0.013)
C (0.318, -0.406, 0.245)
C (1.526, -0.513, 0.685)
H (1.879, -0.681, 1.700)
H (1.907, 0.338, 0.049)

spin multiplicity = 2
total charge = 0
E_LUMO (alpha / beta) = -1.1 / -1.8 eV
DFT total energy = -405.73130 a.u.
<S²> = 0.76


7 unconnected molecules or ions with the total composition C27H54BrF4NO26P2S6. Source: the OMol25 dataset; level of theory: ωB97M-V/def2-TZVPD.

Element x y z (Å)
H (0.284, -0.742, -6.167)
N (1.262, -0.345, -6.131)
C (1.166, 1.022, -5.843)
C (2.592, 1.851, -5.763)
C (-0.323, 1.679, -5.633)
P (-0.933, 1.568, -3.787)
F (-0.500, 3.257, -3.638)
C (0.299, 0.984, -2.451)
C (1.565, 1.989, -2.175)
C (1.394, 2.992, -0.890)
C (-0.150, 3.366, -0.492)
C (-0.163, 4.128, 0.997)
C (0.332, 3.131, 2.210)
C (-0.775, 3.002, 3.439)
C (-0.756, 1.527, 4.168)
C (-2.105, 1.460, 5.151)
C (-3.078, 0.186, 4.676)
O (-2.381, -1.113, 4.703)
C (-2.570, -1.639, 6.065)
P (-1.454, -0.541, -4.106)
O (-1.761, -1.359, -2.560)
Br (-3.418, -0.746, -5.283)
C (-2.739, 2.069, -3.365)
F (-2.623, 3.326, -2.534)
F (-3.534, 2.496, -4.576)
F (-3.467, 1.095, -2.520)
H (3.233, 1.689, -6.731)
H (2.435, 3.009, -5.541)
H (3.202, 1.353, -4.871)
H (-1.122, 1.155, -6.321)
H (-0.352, 2.833, -5.930)
H (-0.288, 0.662, -1.465)
H (0.771, -0.034, -2.858)
H (2.492, 1.282, -1.917)
H (1.920, 2.591, -3.143)
H (1.949, 4.012, -1.164)
H (1.994, 2.515, 0.006)
H (-0.537, 4.180, -1.251)
H (-0.876, 2.456, -0.378)
H (0.485, 5.093, 0.864)
H (-1.289, 4.432, 1.177)
H (0.646, 2.076, 1.762)
H (1.310, 3.619, 2.680)
H (-0.473, 3.805, 4.258)
H (-1.874, 3.238, 3.112)
H (-0.903, 0.638, 3.392)
H (0.171, 1.359, 4.869)
H (-1.775, 1.299, 6.285)
H (-2.722, 2.474, 5.039)
H (-4.071, 0.201, 5.322)
H (-3.394, 0.388, 3.564)
H (-2.036, -2.684, 6.127)
H (-3.719, -1.804, 6.278)
H (-2.081, -0.937, 6.865)
H (-1.657, -2.351, -2.672)
O (-0.872, -6.743, -2.310)
S (-1.684, -5.554, -2.173)
O (-1.518, -4.387, -3.008)
O (-1.641, -5.086, -0.612)
C (-2.966, -5.064, -0.085)
C (-3.739, -6.113, -0.881)
O (-3.252, -6.001, -2.217)
H (-3.380, -4.064, -0.246)
H (-2.955, -5.285, 0.985)
H (-4.819, -5.948, -0.850)
H (-3.515, -7.123, -0.524)
O (4.135, 3.201, -9.924)
S (4.893, 2.007, -10.228)
O (6.298, 2.030, -10.562)
O (4.097, 1.180, -11.386)
C (3.782, -0.126, -10.906)
C (3.650, 0.016, -9.392)
O (4.669, 0.940, -9.014)
H (4.608, -0.794, -11.169)
H (2.860, -0.490, -11.368)
H (3.781, -0.936, -8.871)
H (2.683, 0.450, -9.119)
O (5.672, 1.714, -0.642)
S (5.241, 0.510, -1.317)
O (4.681, 0.512, -2.649)
O (4.225, -0.293, -0.327)
C (4.742, -1.597, -0.071)
C (6.257, -1.467, -0.193)
O (6.468, -0.564, -1.276)
H (4.342, -2.277, -0.830)
H (4.435, -1.941, 0.921)
H (6.744, -2.425, -0.389)
H (6.688, -1.018, 0.709)
O (3.169, -0.828, 3.514)
S (4.130, 0.158, 3.958)
O (5.242, 0.594, 3.147)
O (4.699, -0.307, 5.414)
C (4.431, 0.712, 6.376)
C (3.174, 1.422, 5.880)
O (3.311, 1.475, 4.462)
H (5.287, 1.395, 6.396)
H (4.294, 0.273, 7.368)
H (3.072, 2.427, 6.296)
H (2.276, 0.839, 6.111)
O (-6.984, -8.832, 1.874)
S (-6.923, -7.961, 0.722)
O (-5.687, -7.411, 0.215)
O (-7.979, -6.740, 0.952)
C (-8.932, -6.729, -0.110)
C (-9.036, -8.178, -0.579)
O (-7.707, -8.689, -0.509)
H (-8.548, -6.083, -0.906)
H (-9.891, -6.340, 0.242)
H (-9.427, -8.259, -1.596)
H (-9.661, -8.768, 0.099)
O (1.479, 2.700, 8.082)
S (0.374, 3.543, 8.480)
O (-0.800, 3.036, 9.152)
O (-0.102, 4.404, 7.181)
C (0.002, 5.797, 7.469)
C (1.123, 5.918, 8.498)
O (0.970, 4.786, 9.351)
H (-0.954, 6.131, 7.887)
H (0.216, 6.361, 6.557)
H (1.063, 6.845, 9.073)
H (2.106, 5.850, 8.019)

SMILES = [H]/N=C(/C)CP(F)(CCCCCCCCCCOC)(P(O)Br)C(F)(F)F.O=S1(=O)OCCO1.O=S1(=O)OCCO1.O=S1(=O)OCCO1.O=S1(=O)OCCO1.O=S1(=O)OCCO1.O=S1(=O)OCCO1
total charge = 0
E_LUMO = 0.2 eV
DFT total energy = -9117.04035 a.u.


2 unconnected molecules or ions with the total composition C9H17P. Source: the OMol25 dataset; level of theory: ωB97M-V/def2-TZVPD.

Element x y z (Å)
C (-2.653, 0.155, 0.899)
C (-1.379, 0.731, 0.376)
C (-0.505, 0.046, -0.346)
C (0.773, 0.539, -0.971)
C (0.506, 0.758, -2.468)
C (1.856, -0.535, -0.813)
C (1.265, 1.843, -0.343)
H (-2.784, -0.870, 0.558)
H (-2.653, 0.155, 1.992)
H (-3.507, 0.750, 0.574)
H (-1.196, 1.763, 0.646)
H (-0.757, -0.974, -0.611)
H (1.417, 1.073, -2.973)
H (0.152, -0.160, -2.932)
H (-0.252, 1.526, -2.610)
H (2.053, -0.726, 0.240)
H (1.544, -1.469, -1.278)
H (2.781, -0.212, -1.286)
H (0.567, 2.655, -0.536)
H (1.378, 1.726, 0.732)
H (2.229, 2.119, -0.767)
C (-0.365, -2.771, 1.559)
C (0.055, -1.660, 2.080)
P (0.809, -0.471, 2.915)
H (-0.188, -3.020, 0.523)
H (-0.967, -3.476, 2.114)
H (-0.182, 0.504, 2.728)

SMILES = C/C=C/C(C)(C)C.C=C=P
total charge = 0
E_LUMO = 0.4 eV
DFT total energy = -694.37374 a.u.


A gas-phase ion, C3H4FN2 (charge +1). Source: the OMol25 dataset; level of theory: ωB97M-V/def2-TZVPD.

Element x y z (Å)
C (0.669, -1.633, 0.731)
C (0.837, -0.599, 0.032)
N (0.791, 0.440, -0.727)
C (-0.558, 1.072, -0.593)
N (-1.125, 0.831, 0.441)
F (-2.556, 1.468, 0.635)
H (0.944, -1.707, 1.780)
H (0.076, -2.409, 0.345)
H (1.666, 0.857, -1.203)
H (-0.744, 1.680, -1.440)

SMILES = C=C=[NH+]/C=N/F
total charge = +1
E_LUMO = -5.8 eV
DFT total energy = -325.61538 a.u.


A single C4H9N molecule. Source: the OMol25 dataset; level of theory: ωB97M-V/def2-TZVPD.

Element x y z (Å)
C (-0.258, -1.986, 1.036)
C (0.495, -1.318, 0.139)
N (0.107, -0.353, -1.009)
C (-0.280, 0.640, -0.064)
C (0.192, 2.017, -0.472)
H (-0.991, -1.492, 1.651)
H (0.047, -2.974, 1.337)
H (1.345, -1.837, -0.291)
H (-0.605, -0.656, -1.658)
H (-1.323, 0.608, 0.277)
H (0.379, 0.273, 0.863)
H (-0.346, 2.310, -1.376)
H (1.250, 2.005, -0.726)
H (-0.014, 2.764, 0.293)

SMILES = C=CNCC
total charge = 0
E_LUMO = 0.9 eV
DFT total energy = -212.43252 a.u.


2 unconnected molecules or ions with the total composition C10H13ClN3O. Source: the OMol25 dataset; level of theory: ωB97M-V/def2-TZVPD.

Element x y z (Å)
C (-4.514, 0.079, -1.173)
C (-3.756, 1.360, 0.719)
C (-2.272, -0.239, -0.443)
C (-2.787, 1.628, 1.605)
C (-3.497, 0.476, -0.354)
C (-1.297, 0.404, 0.255)
C (0.914, 1.924, -1.088)
C (1.663, -1.957, 1.284)
C (1.104, 0.385, -0.900)
C (0.619, -1.569, 0.210)
N (-5.314, 0.004, -2.003)
N (-1.474, 1.246, 1.282)
N (0.438, -0.118, 0.265)
O (-0.549, 1.657, 2.048)
Cl (-2.795, -2.423, 0.763)
H (-4.639, 1.827, 1.004)
H (-1.954, -0.941, -1.102)
H (-3.005, 2.216, 2.584)
H (0.849, 2.324, -0.188)
H (1.751, 2.182, -1.718)
H (0.089, 2.272, -1.602)
H (2.584, -1.937, 0.705)
H (1.800, -1.227, 1.974)
H (1.560, -2.865, 1.722)
H (0.708, 0.022, -1.910)
H (2.119, 0.232, -0.854)
H (0.813, -2.030, -0.730)
H (-0.161, -2.203, 0.621)

total charge = -1
E_LUMO (alpha / beta) = 3.0 / 3.0 eV
DFT total energy = -1088.40804 a.u.


A molecular structure, C30H38As2KN4O6. Source: the OMol25 dataset; level of theory: ωB97M-V/def2-TZVPD.

Element x y z (Å)
K (0.726, -0.195, 0.822)
C (1.996, 3.653, 3.901)
C (0.993, 3.425, 2.820)
N (1.249, 2.926, 1.632)
C (0.023, 2.823, 1.007)
C (-0.969, 3.292, 1.828)
N (-0.330, 3.674, 2.970)
C (-2.447, 3.465, 1.785)
O (-3.056, 3.115, 0.679)
O (-3.012, 3.944, 2.749)
C (-0.130, 2.154, -0.330)
O (-1.285, 2.242, -0.866)
O (0.834, 1.507, -0.769)
H (2.936, 3.980, 3.461)
H (2.181, 2.725, 4.448)
H (1.659, 4.408, 4.613)
H (-0.829, 4.012, 3.777)
H (-2.367, 2.738, 0.025)
C (1.976, -4.421, -2.408)
As (0.862, -2.907, -1.866)
C (2.018, -1.517, -2.655)
C (-0.466, -3.027, -3.331)
C (-0.548, -4.158, -4.146)
C (-1.492, -4.244, -5.162)
C (-2.365, -3.187, -5.384)
C (-2.295, -2.061, -4.574)
C (-1.365, -1.968, -3.536)
As (-1.287, -0.379, -2.336)
C (-0.792, 0.903, -3.728)
C (-3.216, -0.029, -2.285)
H (2.244, -4.347, -3.462)
H (1.464, -5.364, -2.227)
H (2.872, -4.374, -1.791)
H (2.001, -1.586, -3.741)
H (3.026, -1.694, -2.280)
H (1.698, -0.520, -2.343)
H (0.128, -4.988, -3.995)
H (-1.539, -5.133, -5.779)
H (-3.099, -3.239, -6.179)
H (-2.986, -1.244, -4.750)
H (-1.407, 0.752, -4.615)
H (0.259, 0.763, -3.982)
H (-0.932, 1.900, -3.318)
H (-3.593, 0.293, -3.256)
H (-3.397, 0.757, -1.554)
H (-3.732, -0.937, -1.980)
C (-6.194, -0.800, 4.655)
C (-4.739, -0.821, 4.253)
C (-3.740, -0.458, 5.147)
C (-2.398, -0.436, 4.779)
C (-1.349, -0.013, 5.782)
C (-2.044, -0.815, 3.484)
C (-3.031, -1.184, 2.566)
C (-2.677, -1.518, 1.135)
C (-4.364, -1.176, 2.964)
C (-0.587, -0.785, 3.066)
O (-0.024, -1.879, 2.789)
O (-0.056, 0.352, 2.970)
H (-6.304, -0.626, 5.727)
H (-6.688, -1.745, 4.416)
H (-6.736, -0.007, 4.132)
H (-4.011, -0.166, 6.158)
H (-1.817, 0.340, 6.702)
H (-0.722, 0.779, 5.370)
H (-0.685, -0.844, 6.039)
H (-1.779, -2.132, 1.074)
H (-2.500, -0.602, 0.562)
H (-3.495, -2.046, 0.642)
H (-5.129, -1.449, 2.241)
C (2.275, -3.568, 3.800)
N (2.890, -3.114, 2.553)
C (3.945, -2.243, 2.436)
C (4.103, -2.027, 1.098)
N (3.159, -2.741, 0.385)
C (2.445, -3.366, 1.298)
H (2.956, -3.333, 4.614)
H (2.134, -4.647, 3.767)
H (1.322, -3.065, 3.943)
H (4.464, -1.860, 3.299)
H (4.830, -1.399, 0.607)
H (1.583, -3.990, 1.106)

total charge = -1
E_LUMO = 2.3 eV
DFT total energy = -6908.15445 a.u.


A gas-phase ion, C18H28N7O2 (charge +1). Source: the OMol25 dataset; level of theory: ωB97M-V/def2-TZVPD.

Element x y z (Å)
C (-3.578, 2.415, 0.857)
N (-2.882, 1.138, 0.896)
C (-1.631, 1.103, 0.308)
O (-1.177, 2.131, -0.226)
C (-1.019, -0.163, 0.392)
C (-1.660, -1.245, 0.985)
N (-0.904, -2.354, 0.916)
C (0.210, -1.994, 0.286)
N (1.208, -2.865, 0.087)
C (1.112, -4.150, 0.767)
C (2.488, -4.824, 0.785)
C (3.582, -3.760, 0.805)
C (3.567, -2.972, -0.511)
C (2.125, -2.880, -1.031)
N (0.214, -0.663, -0.053)
C (1.288, 0.200, -0.457)
C (1.080, 0.715, -1.898)
N (2.012, 1.771, -2.236)
C (1.861, 3.036, -1.884)
N (0.878, 3.515, -1.181)
C (0.945, 4.953, -1.013)
C (2.384, 5.303, -1.419)
C (2.814, 4.118, -2.295)
N (-2.892, -1.135, 1.525)
C (-3.553, -2.271, 2.135)
C (-3.553, 0.077, 1.504)
O (-4.653, 0.204, 1.984)
H (-3.003, 3.164, 1.402)
H (-4.553, 2.282, 1.317)
H (-3.689, 2.739, -0.178)
H (0.368, -4.787, 0.276)
H (0.761, -3.951, 1.780)
H (2.562, -5.460, 1.666)
H (2.620, -5.460, -0.091)
H (4.558, -4.219, 0.953)
H (3.399, -3.085, 1.643)
H (3.990, -1.979, -0.348)
H (4.181, -3.473, -1.260)
H (1.900, -3.768, -1.635)
H (1.974, -2.013, -1.671)
H (2.239, -0.323, -0.354)
H (1.299, 1.063, 0.219)
H (0.059, 1.099, -1.979)
H (1.202, -0.094, -2.619)
H (2.853, 1.516, -2.733)
H (0.077, 2.970, -0.805)
H (0.715, 5.220, 0.018)
H (0.206, 5.430, -1.663)
H (2.441, 6.251, -1.947)
H (3.019, 5.366, -0.536)
H (3.856, 3.836, -2.150)
H (2.669, 4.330, -3.357)
H (-3.659, -2.108, 3.208)
H (-2.943, -3.149, 1.943)
H (-4.547, -2.386, 1.705)

SMILES = Cn1c(=O)c2c(nc(N3CCCCC3)n2CCNC2=[NH+]CCC2)n(C)c1=O
total charge = +1
E_LUMO = -2.4 eV
DFT total energy = -1236.37135 a.u.


A molecular structure, C29H29CeCl5F6N3O3S. Source: the OMol25 dataset; level of theory: ωB97M-V/def2-TZVPD.

Element x y z (Å)
Ce (1.299, 0.388, -0.563)
C (-0.264, 2.632, -3.301)
N (-0.565, 1.438, -2.507)
C (-0.909, 0.334, -3.412)
C (-1.700, 1.734, -1.628)
C (-1.334, 2.642, -0.442)
N (-0.036, 2.273, 0.096)
C (0.406, 2.886, 1.185)
C (1.726, 2.624, 1.666)
F (2.501, 1.665, 0.998)
C (2.300, 3.215, 2.766)
F (3.553, 2.863, 3.115)
C (1.606, 4.135, 3.529)
C (0.303, 4.401, 3.131)
F (-0.423, 5.251, 3.881)
C (-0.278, 3.824, 2.024)
F (-1.574, 4.156, 1.775)
H (-1.097, 2.893, -3.967)
H (0.630, 2.456, -3.894)
H (-0.071, 3.469, -2.636)
H (-0.753, -0.631, -2.923)
H (-0.259, 0.375, -4.282)
H (-1.950, 0.409, -3.757)
H (-2.079, 0.792, -1.231)
H (-2.521, 2.203, -2.198)
H (-2.138, 2.530, 0.297)
H (-1.323, 3.692, -0.766)
H (2.035, 4.611, 4.389)
Cl (2.743, 3.550, -1.256)
C (3.139, 2.514, -2.583)
C (2.578, 1.232, -2.547)
C (2.893, 0.472, -3.677)
Cl (2.202, -1.113, -3.720)
C (3.678, 0.900, -4.740)
Cl (3.998, -0.118, -6.090)
C (4.203, 2.189, -4.708)
Cl (5.150, 2.780, -6.015)
C (3.923, 3.011, -3.618)
Cl (4.560, 4.608, -3.570)
F (3.246, -0.741, -0.287)
C (2.391, -1.841, 0.173)
F (1.410, -1.839, -0.949)
H (3.002, -2.735, -0.072)
C (1.592, 0.116, 4.041)
S (0.072, -0.034, 2.994)
O (0.625, -0.063, 1.614)
C (-0.189, -1.776, 3.421)
C (-1.130, -2.103, 4.381)
C (-1.318, -3.436, 4.709)
C (-0.564, -4.419, 4.085)
C (0.373, -4.076, 3.123)
C (0.556, -2.747, 2.777)
H (2.434, -0.119, 3.396)
H (1.558, -0.575, 4.873)
H (1.672, 1.133, 4.409)
H (-1.705, -1.321, 4.855)
H (-2.059, -3.711, 5.444)
H (-0.707, -5.456, 4.354)
H (0.956, -4.843, 2.636)
H (1.260, -2.450, 2.005)
O (-2.150, -0.704, 1.570)
C (-2.129, -1.190, 0.474)
O (-1.072, -1.156, -0.341)
C (-3.310, -1.936, -0.159)
N (-3.069, -2.024, -1.600)
C (-3.331, -3.393, -2.034)
C (-2.833, -4.214, -0.850)
C (-3.324, -3.398, 0.349)
H (-4.232, -1.411, 0.112)
H (-1.391, -1.632, -1.169)
H (-3.598, -1.338, -2.124)
H (-2.793, -3.588, -2.961)
H (-4.400, -3.580, -2.197)
H (-1.744, -4.261, -0.855)
H (-3.232, -5.225, -0.859)
H (-2.679, -3.518, 1.218)
H (-4.339, -3.681, 0.625)

total charge = +1
E_LUMO (alpha / beta) = -4.7 / -4.7 eV
DFT total energy = -5285.61611 a.u.